A single C6H14O molecule, computed with ωB97M-V/def2-TZVPD.

Geometry (Å):
C: -3.06588 0.57776 -0.04720
C: -1.84988 -0.22742 0.40003
C: -0.70063 -0.33188 -0.60668
C: 0.47435 -1.08045 0.03339
C: 1.88869 -0.84636 -0.50864
O: 2.66288 -0.22365 0.51846
C: 2.64944 1.18266 0.52083
H: -3.82659 0.57475 0.74201
H: -3.52276 0.16367 -0.95322
H: -2.80222 1.62229 -0.25206
H: -1.44851 0.21762 1.32028
H: -2.16771 -1.24344 0.67265
H: -1.04508 -0.84445 -1.51704
H: -0.38326 0.67226 -0.92643
H: 0.24045 -2.15004 0.09473
H: 0.62926 -0.73447 1.05898
H: 2.39838 -1.79239 -0.71507
H: 1.89424 -0.24466 -1.43105
H: 3.40412 1.57411 -0.17271
H: 2.89534 1.52768 1.53287
H: 1.67537 1.60640 0.23585

## Properties
* structure (SMILES): CCCCCOC
* relative energy (zero: lowest compared OMol25 entry of this formula, charge and spin): 104.6 kJ/mol
* total charge: 0
* HOMO: -0.35247 Eh

---

2 unconnected molecules or ions with the total composition C6H14O, computed with ωB97M-V/def2-TZVPD.

Geometry (Å):
C: 2.47963 0.53648 -0.00444
C: 1.44155 -0.04654 0.60011
O: 1.48675 -1.29584 1.14652
C: 0.10378 0.60202 0.81842
C: -1.10943 -0.28443 0.50228
C: -1.16841 -0.67016 -0.97544
C: -2.38873 0.43360 0.93234
H: 3.44950 0.05070 -0.08846
H: 2.38342 1.53104 -0.42338
H: 2.36684 -1.66606 0.99535
H: 0.05057 0.90012 1.87497
H: 0.05954 1.52292 0.22312
H: -1.00861 -1.20386 1.09310
H: -2.04538 -1.29615 -1.17914
H: -0.27708 -1.22972 -1.28062
H: -1.24224 0.22238 -1.61081
H: -3.27192 -0.19074 0.75809
H: -2.52101 1.36545 0.36692
H: -2.36136 0.69029 1.99787
H: 1.66271 -0.09803 -2.54057
H: 1.90990 0.12651 -3.20623

## Properties
* structure (SMILES): C=C(O)CC(C)C.[H][H]
* relative energy (zero: lowest compared OMol25 entry of this formula, charge and spin): 144.1 kJ/mol
* total charge: 0
* HOMO: -0.32541 Eh

---

2 unconnected molecules or ions with the total composition C6H14O at a distorted geometry, computed with ωB97M-V/def2-TZVPD.

Geometry (Å):
C: 0.70173 -0.87770 3.05708
C: 0.14143 0.31967 2.85642
C: 0.31447 1.17434 1.57662
O: -1.00997 1.56549 1.13213
H: 0.42298 -1.36337 3.97732
H: 1.36410 -1.32085 2.28569
H: -0.48442 0.69018 3.66493
H: 0.82055 2.13578 1.72888
H: 0.86654 0.68034 0.82522
H: -0.88548 2.42253 0.72618
C: -0.86850 -1.30194 -1.34785
C: -0.68849 -0.29567 -2.47327
C: 0.77592 0.17905 -2.33220
H: -0.20663 -2.14340 -1.48484
H: -1.90678 -1.61200 -1.15863
H: -0.46139 -0.89592 -0.38559
H: -1.41689 0.49862 -2.43745
H: -0.80917 -0.79346 -3.43354
H: 1.18208 0.73435 -3.21785
H: 0.79665 0.88749 -1.47293
H: 1.35127 -0.68355 -2.08631

## Properties
* structure (SMILES): C=CCO.CCC
* relative energy (zero: lowest compared OMol25 entry of this formula, charge and spin): 180.9 kJ/mol
* total charge: 0
* HOMO: -0.36381 Eh

---

2 unconnected molecules or ions with the total composition C6H14O at a distorted geometry, computed with ωB97M-V/def2-TZVPD.

Geometry (Å):
C: 0.86382 1.54121 0.02679
C: 0.00199 0.37368 -0.16963
C: -0.53494 -0.10283 1.21450
C: -0.25339 -0.18788 -1.37696
C: -1.15925 -1.36847 -1.62583
C: 0.23056 0.33726 -2.74508
H: 1.80315 1.20405 0.49645
H: 0.36410 2.24973 0.70861
H: 1.10864 2.06833 -0.91067
H: 0.19150 0.16108 2.00142
H: -0.67831 -1.19645 1.22050
H: -1.49866 0.37963 1.44922
H: -2.00518 -1.35181 -0.91822
H: -0.62739 -2.32847 -1.51580
H: -1.55779 -1.30269 -2.65221
H: 1.20828 0.83372 -2.62586
H: -0.47995 1.05960 -3.18099
H: 0.34776 -0.50708 -3.44506
O: 1.08190 -0.27923 4.59331
H: 0.67673 -0.53474 5.45286
H: 0.91644 -1.04865 4.00265

## Properties
* structure (SMILES): CC(C)=C(C)C.O
* relative energy (zero: lowest compared OMol25 entry of this formula, charge and spin): 99.5 kJ/mol
* total charge: 0
* HOMO: -0.30931 Eh

---

2 unconnected molecules or ions with the total composition C6H14O, computed with ωB97M-V/def2-TZVPD.

Geometry (Å):
C: 0.59756 0.54213 -2.94622
O: -0.63339 -0.07563 -2.53822
C: -0.54722 -1.31964 -2.16403
C: 0.05763 -0.25705 0.93767
C: -0.24554 -1.22687 2.07980
C: 1.34199 0.52839 1.20784
C: -1.11908 0.68815 0.69243
H: 1.37566 -0.22188 -2.99601
H: 0.84609 1.30790 -2.20671
H: 0.42566 1.00757 -3.91857
H: 0.21611 -0.85470 0.02567
H: -1.60442 -1.54570 -1.87680
H: -1.15402 -1.80530 1.87509
H: -0.39817 -0.68501 3.02260
H: 0.57759 -1.93537 2.22754
H: 1.56911 1.21751 0.38434
H: 2.20165 -0.14053 1.33043
H: 1.24725 1.12523 2.12474
H: -0.93367 1.34418 -0.16688
H: -1.29588 1.32418 1.56983
H: -2.04253 0.13215 0.49062

## Properties
* relative energy (zero: lowest compared OMol25 entry of this formula, charge and spin): 337.7 kJ/mol
* total charge: 0
* HOMO: -0.31991 Eh

---

3 unconnected molecules or ions with the total composition C6H14O at a distorted geometry, computed with ωB97M-V/def2-TZVPD.

Geometry (Å):
C: -0.82939 -1.83005 0.74571
O: -1.68098 -2.71965 0.46658
C: -1.00259 -0.42713 0.44930
C: 0.06416 0.46108 -0.11564
C: 0.10856 0.30270 -1.65677
C: -0.04029 1.88622 0.43203
C: 1.04922 2.81887 -0.05636
H: -2.04173 -0.23440 0.14678
H: 0.00409 -2.16417 1.40299
H: -0.23260 -5.05157 1.33918
H: 0.09514 -2.05066 -0.35423
H: 0.12474 -4.88052 1.96957
H: 1.00898 0.02912 0.25062
H: 1.02330 0.73848 -2.06102
H: -0.02588 -0.73416 -1.95367
H: -0.71827 0.85040 -2.12452
H: -1.04618 2.17877 0.09829
H: -0.01849 1.78944 1.51476
H: 1.99851 2.43233 0.32430
H: 1.17058 2.76738 -1.13725
H: 0.98911 3.83751 0.31934

## Properties
* relative energy (zero: lowest compared OMol25 entry of this formula, charge and spin): 590.7 kJ/mol
* total charge: 0
* HOMO: -0.30392 Eh

---

A gas-phase ion, C6H14O (charge +1) at a distorted geometry, computed with ωB97M-V/def2-TZVPD.

Geometry (Å):
C: -2.02117 -1.02177 1.11348
O: -1.65229 -1.95370 2.09936
C: -0.90973 -0.03834 0.89271
C: -0.70390 0.62113 -0.45806
C: 0.64919 0.11062 -1.06942
C: 1.89778 0.90139 -0.66058
C: 2.75361 1.36472 -1.88432
H: -2.18441 -1.70202 0.24491
H: -2.98379 -0.54910 1.35515
H: -2.39039 -2.11841 2.72994
H: 0.01777 -0.45257 1.29967
H: -1.17938 0.81832 1.55696
H: -0.49377 1.68126 -0.31265
H: -1.54775 0.50652 -1.13309
H: 0.49146 0.28398 -2.14995
H: 0.77739 -0.97266 -1.01359
H: 1.66530 1.76894 -0.04708
H: 2.54048 0.23471 -0.10205
H: 2.30065 1.09094 -2.82458
H: 2.87299 2.45154 -1.86982
H: 3.75491 0.93355 -1.83697

## Properties
* ⟨S²⟩: 0.754
* relative energy (zero: lowest compared OMol25 entry of this formula, charge and spin): 189.3 kJ/mol
* 2S+1: 2
* total charge: +1
* HOMO (spin up / spin down): -0.53978 / -0.53301 Eh

---

2 unconnected molecules or ions with the total composition C6H14O2 at a distorted geometry, computed with ωB97M-V/def2-TZVPD.

Geometry (Å):
C: 2.46299 0.53235 2.47612
C: 1.85838 1.09105 1.13741
C: 1.56304 0.14983 0.02221
C: 0.14846 -0.20439 -0.38399
C: -0.83454 0.63886 -0.37312
C: -2.18690 0.20533 -0.86167
O: -2.09385 -0.40807 -2.21965
H: 3.27729 1.11454 2.95254
H: 1.74859 0.43654 3.19676
H: 2.86713 -0.35676 2.27597
H: 2.63975 1.86200 0.72159
H: 0.95851 1.72557 1.44525
H: 2.10425 0.73434 -0.80929
H: 2.15931 -0.75246 0.20679
H: 0.10164 -1.21217 -0.83948
H: -0.79304 1.71756 -0.10654
H: -2.67423 -0.55328 -0.32517
H: -2.86803 1.11330 -0.87507
H: -1.83442 0.33708 -2.74157
O: -2.97353 -2.71425 -1.30366
H: -2.12150 -2.46349 -1.54263
H: -3.50932 -2.99348 -2.05278

## Properties
* structure (SMILES): CCC/C=C/CO.O
* relative energy (zero: lowest compared OMol25 entry of this formula, charge and spin): 281.8 kJ/mol
* total charge: 0
* HOMO: -0.34774 Eh

---

A molecular structure, C6H14O2 at a distorted geometry, computed with ωB97M-V/def2-TZVPD.

Geometry (Å):
C: -1.28960 0.27570 -0.21866
C: 1.13758 -0.63625 0.18642
C: 0.60347 0.41856 -0.60030
C: -1.70440 1.70412 0.06607
C: -1.77385 -0.67714 0.85635
C: 2.94390 -0.43642 -0.53879
O: -1.86742 -0.08049 -1.47003
O: 1.20848 -0.42584 1.54361
H: -1.76123 -1.03337 -1.59904
H: 1.52543 -1.23401 1.97201
H: 0.84620 -1.64895 -0.08761
H: 0.59715 0.24354 -1.67124
H: 0.90382 1.42028 -0.30282
H: -1.39227 -0.40387 1.84230
H: -1.40395 2.36913 -0.74882
H: -2.79782 1.79209 0.14887
H: -1.26057 2.06526 0.99677
H: -2.87192 -0.66102 0.93505
H: -1.51528 -1.71777 0.63103
H: 3.04156 -1.30173 -1.19572
H: 3.60943 -0.50791 0.32148
H: 3.22130 0.47613 -1.06693

## Properties
* relative energy (zero: lowest compared OMol25 entry of this formula, charge and spin): 328.6 kJ/mol
* total charge: 0
* HOMO: -0.28791 Eh

---

3 unconnected molecules or ions with the total composition C6H14O2 at a distorted geometry, computed with ωB97M-V/def2-TZVPD.

Geometry (Å):
C: 0.05337 -2.68367 0.05485
C: -0.36652 -1.44801 0.30535
C: 0.45580 -0.33132 0.81579
C: -0.03703 1.06728 0.52844
C: 1.67028 -0.50804 1.36469
C: 2.57680 0.61526 1.71026
H: 1.11349 -2.85521 -0.06929
H: -0.67250 -3.41782 -0.28364
H: -1.40722 -1.14827 0.30512
H: -1.07796 1.01873 0.20361
H: 0.59683 1.60650 -0.16593
H: -0.16651 1.62799 1.45861
H: 1.93503 -1.53749 1.56184
H: 3.44258 0.29662 2.28309
H: 2.11186 1.26458 2.46498
H: 2.91865 1.27159 0.92054
O: -1.52181 -0.51613 -2.45512
H: -1.62072 -0.18045 -3.35514
H: -0.96954 0.16398 -2.04652
O: -2.81852 2.17580 -2.13743
H: -2.93445 1.20424 -2.16145
H: -3.28192 2.31385 -1.30265

## Properties
* structure (SMILES): C=C/C(C)=C/C.O.O
* relative energy (zero: lowest compared OMol25 entry of this formula, charge and spin): 198.3 kJ/mol
* total charge: 0
* HOMO: -0.31094 Eh

---

3 unconnected molecules or ions with the total composition C6H14O2 at a distorted geometry, computed with ωB97M-V/def2-TZVPD.

Geometry (Å):
C: -0.90536 1.40400 1.85431
C: 0.07647 1.32604 0.95056
C: 1.37618 0.84030 1.37892
C: 1.86719 -0.20714 0.38264
C: 1.46232 -1.46849 0.56525
C: 2.00329 -2.49445 -0.45419
H: -1.80508 1.95541 1.52671
H: -0.82241 1.00028 2.77567
H: 0.15669 1.89257 0.02602
H: 1.37590 0.30214 2.38983
H: 2.11720 1.68226 1.20835
H: 2.52767 0.05061 -0.47463
H: 0.87688 -1.61001 1.40934
H: 1.21125 -2.87786 -1.02915
H: 2.29749 -3.34017 0.10126
H: 2.60545 -1.99334 -1.19795
O: -2.03193 -1.09139 -2.91277
H: -1.73957 -1.81257 -2.32339
H: -2.75930 -0.77699 -2.35826
O: -2.60966 1.76306 -0.68951
H: -2.06825 1.34434 -0.03056
H: -2.12178 2.40838 -1.26990

## Properties
* structure (SMILES): C=CC/C=C/C.O.O
* relative energy (zero: lowest compared OMol25 entry of this formula, charge and spin): 313.5 kJ/mol
* total charge: 0
* HOMO: -0.33958 Eh

---

2 unconnected molecules or ions with the total composition C6H14O2Si3 at a distorted geometry, computed with ωB97M-V/def2-TZVPD.

Geometry (Å):
C: -0.80613 2.37037 -1.30636
C: -0.53600 1.07117 -1.42773
Si: -0.67062 -0.04316 0.11340
C: -2.35779 0.08097 0.91751
C: -3.40697 -0.68499 0.74005
C: 0.60784 0.51940 1.51752
C: 0.78451 1.74214 2.08020
O: -0.33431 -1.61545 -0.42644
Si: 0.40941 -2.74694 -1.25243
H: -0.46574 3.09240 -2.08475
H: -1.04806 2.60593 -0.33702
H: -0.34315 0.66216 -2.43642
H: -2.59979 1.08138 1.36264
H: -4.25987 -0.56900 1.38263
H: -3.32142 -1.55475 0.14287
H: 0.98656 -0.35190 1.94060
H: 1.49941 1.97415 2.95524
H: 0.34999 2.64654 1.60700
H: 0.84705 -2.35430 -2.58633
H: 1.68498 -3.01058 -0.50003
H: -0.52075 -3.98893 -1.26186
O: 2.61388 0.95597 -0.91676
Si: 3.44465 -0.18675 -0.26053
H: 3.01710 -0.70222 0.94683
H: 4.42521 -0.99364 -0.90984

## Properties
* structure (SMILES): C=C[Si](C=C)(C=C)O[SiH3].O=[SiH2]
* total charge: 0
* HOMO: -0.34362 Eh